Below is a 2-piece molecular cluster, C10H16 overall, with properties calculated with the ωB97M-V functional and the def2-TZVPD basis.

```
26
Properties=species:S:1:pos:R:3:forces:R:3
H -0.245308 0.387651 -2.802206 0.12 -0.76 1.09
H -1.333400 -4.091139 -0.933626 -1.06 -0.85 0.21
H -1.431914 0.991161 2.999933 0.52 0.84 0.14
H 1.732967 2.017170 0.803049 -0.15 0.96 0.30
C -0.210704 -2.263904 -0.542865 -4.02 1.15 -8.96
C -1.368047 -3.084217 -1.258161 4.85 2.71 3.27
H 1.525902 0.561190 -0.526353 0.41 -1.85 -0.11
H 2.041142 2.488354 2.444535 -0.06 0.05 0.13
H -2.666479 -2.955372 -2.991442 -0.18 -0.69 0.56
C -0.079845 2.348233 1.924314 -0.61 1.31 0.12
H -0.614990 3.205162 2.514285 0.85 -1.07 -1.82
H 1.466663 3.723131 1.428512 0.23 1.45 -0.93
H -0.227446 0.158514 2.243334 0.84 0.92 0.45
C 0.297319 -1.147119 -1.289851 1.28 -0.74 3.08
H -0.353199 2.157183 0.878379 -1.65 0.46 0.50
C 1.365978 2.697686 1.604845 0.91 -2.33 1.47
C -1.954394 -2.508056 -2.305629 -1.08 1.11 -2.85
H 2.483164 -0.515161 -1.592292 -0.57 0.08 -0.83
H 0.038093 -2.423584 0.382720 2.04 -1.60 4.79
C -0.509467 -0.539195 -2.228469 -0.03 -0.35 -2.23
C -1.582652 -1.226337 -2.774835 1.43 0.78 2.50
H -2.032736 -0.540698 -3.421063 -1.66 -0.27 -1.61
H 0.176755 1.195267 3.654342 1.33 -0.20 2.24
C -0.351019 1.146692 2.777006 -2.19 -2.32 -2.58
H 2.160407 -1.254004 -0.123447 -0.96 1.48 -0.25
C 1.673202 -0.528611 -0.865006 -0.61 -0.26 1.28
```
Positions in Å, forces in eV/Å.

ΔE to the lowest compared entry with this formula, charge and spin	75.23	kcal/mol
lowest unoccupied orbital energy	0.0347	Ha
electronic energy	-10626.481	eV
SMILES	Cc1ccccc1.CCC

***

Below is a 2-piece molecular cluster, C10H16 overall, with properties calculated with the ωB97M-V functional and the def2-TZVPD basis.

```
26
Properties=species:S:1:pos:R:3:forces:R:3
C 0.830770 -0.977295 2.139171 1.14 0.56 -0.82
H -0.902090 -1.616851 3.244109 -0.13 -0.49 -0.19
C -1.069795 -0.221305 -0.972716 -0.13 0.12 0.71
H 0.622448 -2.056320 3.991307 -0.16 0.47 -0.03
H 1.009611 2.340418 -0.293274 0.32 -0.35 0.17
H -1.107269 3.257970 0.736145 0.63 0.24 -0.08
H 0.138809 0.299878 -3.468931 0.02 0.00 0.42
C 0.131177 1.702202 -0.251338 0.64 1.34 -0.94
H 1.909488 -0.977725 2.350925 -0.21 0.10 0.12
H 1.362036 -1.118894 -1.322308 0.59 -0.20 -0.23
C -2.178823 1.513794 0.239893 -0.28 1.47 0.66
H 0.491411 0.060469 2.187389 -0.12 -0.11 0.61
H 2.183459 0.487020 -1.297909 0.56 -0.31 -0.04
C -1.005234 2.297715 0.259746 -1.47 -1.82 -0.09
C 1.346583 -0.089018 -1.667630 -1.55 0.61 0.72
H 1.420786 -0.753074 -3.844083 0.29 -0.48 0.59
C 1.165829 0.064010 -3.167238 0.02 0.51 -1.54
C -2.215281 0.270494 -0.311520 1.37 -1.80 -0.51
H 0.170702 -2.996306 2.697668 -0.50 -0.10 -0.62
H 1.762588 0.889900 -3.570936 -0.05 0.08 0.29
H -1.048975 -1.222346 -1.393569 -0.25 0.06 -0.06
C 0.119171 0.489502 -0.950659 -0.19 0.16 0.07
C 0.107169 -1.965533 3.023916 0.36 0.18 0.92
H -2.967566 -0.482272 -0.103224 -0.59 0.56 -0.32
H 0.799938 -1.126416 1.057963 -0.38 -0.66 0.08
H -3.076944 1.929986 0.687102 0.05 -0.12 0.10
```
Positions in Å, forces in eV/Å.

ΔE to the lowest compared entry with this formula, charge and spin	20.62	kcal/mol
lowest unoccupied orbital energy	0.0357	Ha
electronic energy	-10628.850	eV
SMILES	CCc1ccccc1.CC

***

| no. | largest force on an atom (eV/A) | frontier orbital gap (eV) |
| --- | --- | --- |
| 1 | 9.9 | 9.64 |
| 2 | 2.3 | 10.01 |